The following is a DFT calculation (ωB97M-V/def2-TZVPD) of a molecular structure, C71H76BaN8OS2 at a distorted geometry.

```
159
Properties=species:S:1:pos:R:3:forces:R:3:lowdin_charge:R:1
Ba 0.92491 -0.41079 0.68143 -1.032 2.147 -0.294 1.873
C -0.97077 -4.64055 -3.82574 0.000 -0.094 0.074 -0.087
C -0.26165 -5.28981 -2.63094 0.003 0.104 -0.042 -0.195
C 0.58839 -4.32867 -1.85606 0.046 0.001 -0.012 -0.135
C 1.94140 -4.16755 -1.87263 -0.076 -0.103 0.009 -0.130
C 2.96262 -4.91132 -2.67756 0.008 0.121 -0.049 -0.197
C 3.60091 -4.05939 -3.78122 0.018 -0.068 0.078 -0.082
C 2.24368 -3.15975 -0.85646 -0.076 -0.112 -0.083 -0.254
N 1.10193 -2.71930 -0.29114 0.033 -1.225 -0.232 -0.082
C 0.07903 -3.40141 -0.84634 0.064 -0.200 -0.069 -0.266
C -1.25440 -3.33331 -0.43994 0.019 -0.028 -0.033 0.043
C -1.78975 -2.61892 0.63428 -0.124 -0.040 0.117 -0.278
C -3.15988 -2.74046 1.11672 -0.071 0.138 -0.004 -0.156
C -4.22155 -3.61194 0.52136 0.105 -0.108 0.097 -0.201
C -4.09182 -5.07365 0.97160 -0.046 0.079 -0.076 -0.094
C -3.24693 -1.94669 2.22183 -0.023 0.062 -0.076 -0.140
C -1.91923 -1.37329 2.41836 -0.162 -0.142 -0.072 -0.254
C -1.53048 -0.66706 3.56016 0.064 -0.057 0.008 0.050
C -0.23406 -0.38482 3.99260 0.040 -0.020 0.084 -0.252
N 0.89734 -0.60726 3.28964 0.016 -0.325 0.594 -0.028
C 1.93825 -0.36145 4.11248 -0.137 -0.017 0.088 -0.265
C 3.28520 -0.51901 3.77708 0.007 -0.008 -0.019 0.041
C 3.80570 -1.05594 2.59893 0.067 -0.038 -0.061 -0.249
N 3.06604 -1.50959 1.56619 0.461 -0.555 0.335 -0.053
C 3.91032 -2.06695 0.67305 0.091 -0.086 0.096 -0.266
C 3.53348 -2.80781 -0.44820 0.018 0.043 0.017 0.046
C 5.28977 -1.91262 1.12904 0.067 0.043 0.092 -0.136
C 5.22361 -1.28789 2.33520 0.086 0.007 -0.114 -0.136
C 6.35632 -0.94389 3.25227 -0.069 -0.135 0.029 -0.204
C 6.62623 -2.05233 4.27732 0.059 0.098 -0.014 -0.100
C 6.51110 -2.31445 0.36307 -0.056 0.123 -0.083 -0.204
C 6.77975 -1.36054 -0.80855 0.038 -0.108 0.054 -0.093
C 1.45263 0.06763 5.42054 -0.052 0.101 0.012 -0.145
C 0.09612 0.06029 5.34334 -0.007 0.020 0.044 -0.136
C -0.89581 0.44868 6.39559 0.046 0.162 -0.112 -0.201
C -1.39840 1.88329 6.18788 -0.023 -0.110 0.089 -0.090
C 2.30760 0.37553 6.61062 -0.017 -0.165 -0.037 -0.204
C 2.77784 -0.89908 7.32387 0.019 0.127 0.008 -0.098
N -1.09657 -1.77140 1.42507 -0.676 -0.764 0.400 -0.067
C -4.42697 -1.72985 3.11781 0.066 -0.115 0.059 -0.201
C -4.46272 -2.70976 4.29778 -0.058 0.088 -0.044 -0.094
H -1.74495 -5.29725 -4.23312 0.014 0.008 -0.018 0.065
H -0.25343 -4.42970 -4.61849 0.013 0.077 -0.028 0.048
H -1.43567 -3.69959 -3.52562 -0.016 0.008 -0.027 0.069
H 0.34764 -6.12654 -2.98461 -0.015 -0.018 0.019 0.095
H -1.01605 -5.71332 -1.96209 0.021 -0.035 0.017 0.098
H 2.50170 -5.79512 -3.12856 0.016 -0.024 0.029 0.093
H 3.75092 -5.26947 -2.00782 -0.011 -0.053 -0.011 0.104
H 2.85169 -3.74659 -4.50741 -0.018 0.038 -0.030 0.054
H 4.38025 -4.61994 -4.30556 -0.005 0.021 -0.014 0.064
H 4.04901 -3.15759 -3.36142 -0.011 0.015 -0.033 0.071
H -1.95069 -3.97038 -0.97669 0.004 0.014 -0.019 0.095
H -4.16200 -3.57290 -0.57027 -0.049 0.042 -0.008 0.096
H -5.20859 -3.23443 0.80415 -0.010 0.018 -0.049 0.098
H -3.10631 -5.45968 0.70771 -0.007 -0.031 0.018 0.068
H -4.85351 -5.70421 0.50355 0.018 -0.011 0.009 0.061
H -4.19911 -5.14817 2.05455 0.017 -0.025 0.013 0.057
H -2.32667 -0.42623 4.25651 0.011 0.018 0.020 0.093
H 4.00797 -0.23116 4.53406 -0.006 0.004 0.004 0.095
H 4.34773 -3.24051 -1.02007 -0.002 0.025 -0.014 0.094
H 6.13379 -0.01294 3.77937 0.035 0.034 -0.026 0.102
H 7.26262 -0.76970 2.66663 -0.001 0.059 0.007 0.099
H 5.73148 -2.24986 4.86967 0.001 -0.017 0.001 0.063
H 7.43930 -1.77449 4.95482 -0.019 -0.026 0.019 0.059
H 6.90319 -2.97833 3.76989 -0.026 -0.013 0.005 0.069
H 6.39317 -3.33359 -0.01894 0.028 -0.016 0.028 0.101
H 7.37733 -2.32360 1.03094 0.002 -0.062 0.005 0.094
H 5.92099 -1.31773 -1.47858 0.010 0.053 -0.008 0.055
H 7.65591 -1.67752 -1.38199 -0.010 0.015 -0.011 0.061
H 6.95137 -0.34690 -0.44463 -0.033 0.016 -0.025 0.074
H -0.44267 0.36003 7.38747 -0.009 -0.033 0.003 0.096
H -1.74526 -0.23973 6.37105 0.004 -0.026 0.070 0.097
H -0.56042 2.58104 6.19038 -0.012 0.018 -0.033 0.066
H -2.10334 2.17369 6.97338 -0.015 0.008 -0.026 0.060
H -1.88969 1.97623 5.21813 0.034 0.050 -0.016 0.071
H 1.74991 0.99840 7.31489 0.026 0.051 -0.017 0.098
H 3.18167 0.95231 6.29550 -0.017 0.056 0.028 0.103
H 1.91974 -1.46670 7.68844 0.006 -0.020 -0.005 0.070
H 3.42569 -0.66202 8.17316 -0.002 -0.035 -0.001 0.060
H 3.32986 -1.53608 6.63160 -0.005 -0.026 0.013 0.062
H -5.35267 -1.82782 2.54277 0.000 0.031 -0.009 0.097
H -4.40270 -0.70857 3.50631 -0.040 0.022 -0.029 0.101
H -4.55677 -3.73605 3.93967 0.024 -0.016 0.011 0.055
H -5.30771 -2.49913 4.95991 0.020 -0.016 0.019 0.061
H -3.53968 -2.63901 4.87477 -0.002 -0.021 0.012 0.070
C -3.83789 5.58365 -2.90991 -0.003 0.021 0.077 -0.050
C -4.50902 5.51479 -1.56631 0.073 0.003 -0.063 -0.211
C -5.43752 6.46954 -1.17976 -0.028 0.004 0.047 -0.067
C -6.05810 6.42471 0.06161 -0.040 0.022 0.014 -0.114
C -5.76313 5.38178 0.92499 -0.014 0.041 -0.037 -0.098
C -4.85263 4.40656 0.55450 0.041 -0.081 0.001 -0.038
C -4.19240 4.47083 -0.67709 -0.129 0.099 0.163 -0.206
N -3.27596 3.50548 -1.06369 0.087 0.042 -0.065 0.153
C -2.28986 2.81084 -0.30663 -0.170 0.070 -0.104 -0.337
N -2.05769 3.31636 0.92410 -0.286 0.097 0.024 0.133
C -0.91062 3.22726 1.79410 0.422 -0.223 0.277 -0.240
C 0.11373 2.29875 1.59103 -0.238 0.308 -0.170 -0.159
C 1.18318 2.43320 2.49285 -0.303 0.150 -0.079 -0.204
C 1.18694 3.32028 3.56164 0.266 -0.011 0.095 -0.126
C 0.11740 4.18484 3.73902 0.023 -0.003 -0.041 -0.118
C -0.94002 4.17172 2.84008 -0.123 0.072 0.000 -0.253
C -2.06238 5.17269 3.02063 0.127 -0.123 0.011 -0.073
N -1.72016 1.80319 -0.83182 0.539 -0.179 0.300 0.179
C -1.81553 1.46691 -2.16050 -0.280 -0.170 -0.340 -0.242
C -1.01197 2.35421 -3.08608 0.025 0.116 0.160 -0.114
C -0.91969 1.42354 -5.02763 0.042 0.027 -0.108 -0.178
C -1.71474 0.15635 -4.93633 -0.107 -0.007 0.082 -0.067
C -2.44512 -0.21723 -3.87525 0.138 -0.096 -0.254 -0.058
C -2.52696 0.38521 -2.55856 -0.126 0.221 0.268 -0.224
C -3.35015 -0.31402 -1.50586 0.082 0.070 -0.057 -0.029
H -4.10152 6.50751 -3.42389 -0.012 -0.010 -0.020 0.074
H -4.13731 4.74732 -3.54957 0.024 -0.001 -0.028 0.079
H -2.74996 5.54457 -2.81422 -0.002 -0.023 -0.014 0.085
H -5.66833 7.28074 -1.86193 0.018 -0.017 -0.027 0.102
H -6.76680 7.19223 0.34665 0.004 -0.007 -0.009 0.089
H -6.25384 5.31587 1.88814 0.021 -0.015 0.007 0.098
H -4.65610 3.56897 1.21224 0.002 0.015 -0.007 0.119
H -3.16321 3.37041 -2.05482 -0.045 -0.110 0.005 0.109
H -2.63651 4.10825 1.13747 0.013 0.031 -0.057 0.061
H 2.06592 1.80678 2.35670 0.034 -0.031 0.103 0.055
H 2.02422 3.34901 4.25615 -0.010 -0.007 -0.012 0.087
H 0.10122 4.88025 4.57401 0.000 0.027 -0.027 0.088
H -1.84338 5.81925 3.87130 -0.037 0.006 0.013 0.064
H -3.02650 4.68796 3.21251 -0.024 0.031 -0.034 0.070
H -2.18059 5.82150 2.14431 -0.062 0.011 0.010 0.075
H -0.68109 3.24405 -2.55014 -0.018 -0.038 0.064 0.159
H -0.54482 1.58362 -6.03858 0.052 -0.023 0.015 0.146
H -1.72960 -0.46089 -5.82658 -0.005 -0.044 0.033 0.098
H -3.01106 -1.13943 -3.97994 0.011 -0.007 -0.014 0.102
H -3.74811 -1.26073 -1.87397 0.015 -0.031 0.011 0.067
H -4.19000 0.30763 -1.17936 -0.003 -0.026 0.025 0.079
H -2.73587 -0.50949 -0.62520 -0.039 -0.060 0.055 0.069
S 4.59672 1.62096 -2.56636 0.511 0.224 -0.612 0.424
C 3.57382 1.11802 -1.40333 -0.628 -0.247 0.731 -1.027
N 2.78913 0.75358 -0.61538 1.518 0.815 -0.867 -0.156
O 0.27779 -0.65393 -2.40551 -0.286 -0.257 0.406 -0.507
S 1.13846 0.31226 -3.10792 0.046 0.312 -1.043 1.025
C 1.49293 -0.46913 -4.72342 -0.028 -0.013 0.086 -0.308
C 0.88992 -1.69296 -4.95915 -0.100 0.038 0.123 -0.091
C 1.05834 -2.31870 -6.18569 0.032 -0.033 -0.078 -0.098
C 1.85581 -1.73869 -7.16172 -0.013 -0.037 -0.004 -0.103
C 2.50384 -0.53922 -6.89995 -0.021 -0.010 -0.009 -0.087
C 2.32834 0.09620 -5.67944 0.086 0.112 0.061 -0.070
C 0.13339 1.67807 -3.90479 0.009 -0.202 0.189 -0.390
C -1.74384 2.61115 -4.43517 0.160 0.031 -0.049 -0.194
C -1.47136 3.92531 -5.08864 0.114 0.004 0.048 -0.067
C -0.25943 4.45908 -5.26716 -0.357 0.171 -0.129 -0.102
C 1.00239 3.88095 -4.83416 0.267 -0.213 0.099 -0.081
C 1.18672 2.69292 -4.24846 -0.039 0.165 -0.125 -0.081
H 0.29499 -2.12009 -4.16055 -0.058 -0.026 -0.050 0.090
H 0.56557 -3.26153 -6.39068 0.001 -0.024 0.063 0.091
H 1.98733 -2.23125 -8.11822 0.002 0.008 0.006 0.092
H 3.15076 -0.09802 -7.64863 0.011 0.016 0.027 0.096
H 2.85612 1.01646 -5.47328 0.020 0.020 0.039 0.093
H -2.81638 2.41495 -4.40100 0.016 -0.066 0.034 0.137
H -2.33635 4.46616 -5.45931 0.026 0.040 -0.016 0.093
H -0.19947 5.42403 -5.76140 0.005 -0.018 -0.009 0.090
H 1.88036 4.50037 -4.98397 0.018 -0.031 0.052 0.100
H 2.19349 2.45021 -3.91101 0.031 0.064 -0.019 0.049
```
Forces are in eV/Å.

The frontier orbital gap is 5.17 eV. The calculation puts the strongest force on any atom at 2.4 eV Å⁻¹. The energy above the lowest of the compared OMol25 structures with the same formula, charge and spin is 2.660 eV. The charge is -2. The calculation puts the LUMO energy at 3.72 eV.